(1)
105
Properties=species:S:1:pos:R:3:forces:R:3 method="wB97M-V/def2-TZVPD" total_charge=-1 multiplicity=1 mol_weight_g_mol=829.6 e_homo_ev=-4.87 energy_ha=-2583.97790
C -1.36568 -3.60530 6.24502 0.20 -0.19 0.23
C -0.17065 -3.76315 5.31003 -0.05 0.34 -0.19
I 0.73392 -5.73344 5.60101 0.10 -0.04 -0.06
C -0.56607 -3.47876 3.87512 -0.04 -0.46 0.20
Al -1.18935 -4.96493 2.56322 0.09 -0.09 -0.31
I 1.04130 -2.44186 2.87169 0.01 0.19 -0.05
H -2.29296 -3.85695 5.73375 -0.06 -0.04 -0.02
H -1.27519 -4.23634 7.12671 -0.02 -0.03 0.02
H -1.40234 -2.57545 6.60411 -0.14 0.12 -0.17
H 0.65101 -3.12583 5.62528 -0.01 -0.08 0.20
H -1.38499 -2.75769 3.91185 0.10 0.20 -0.09
H -1.99031 -6.13757 3.34170 -0.04 0.07 0.15
H -2.13923 -4.17759 1.52793 -0.03 0.12 0.06
H 0.13437 -5.52158 1.79793 -0.03 -0.03 0.11
C 3.15778 -0.40047 -1.68107 -0.07 -0.03 0.06
C 2.65412 -1.44112 -0.68164 0.01 -0.04 -0.05
C 1.20349 -1.61090 -1.11664 0.04 0.04 0.02
O 1.18994 -1.38419 -2.53548 -0.03 -0.01 -0.02
C 2.43017 -0.82184 -2.95167 0.02 -0.07 0.04
H 4.24191 -0.39239 -1.79868 0.01 0.00 -0.01
H 2.84366 0.59834 -1.37818 0.01 0.03 -0.05
H 3.19634 -2.38147 -0.80095 -0.01 -0.01 0.01
H 2.74246 -1.13159 0.35875 -0.02 0.00 0.01
H 0.55645 -0.87297 -0.63234 0.00 0.00 0.02
H 0.80514 -2.60271 -0.90773 -0.01 -0.01 -0.01
H 3.00098 -1.58310 -3.49875 0.02 0.02 -0.01
H 2.23243 0.01213 -3.62837 -0.02 0.01 0.00
C -2.20250 -3.57394 -3.25936 -0.01 0.01 0.02
C -2.50756 -2.20157 -2.65837 0.03 -0.01 0.07
C -3.49637 -2.56722 -1.55475 0.08 0.02 -0.08
O -3.14339 -3.87203 -1.11904 -0.26 -0.09 -0.08
C -2.20695 -4.45647 -2.01345 0.12 0.09 0.01
H -1.25559 -3.61375 -3.79803 0.02 0.04 0.02
H -3.00097 -3.87247 -3.94471 -0.02 -0.01 0.01
H -1.59886 -1.78053 -2.22200 0.00 -0.01 -0.03
H -2.90550 -1.48377 -3.37307 0.00 -0.01 -0.02
H -4.52837 -2.57971 -1.93077 0.01 0.03 -0.01
H -3.44902 -1.88871 -0.70094 -0.01 -0.02 0.02
H -1.22239 -4.47166 -1.53265 0.01 -0.02 -0.02
H -2.50535 -5.48769 -2.21202 -0.01 0.00 0.00
C -0.76431 0.20535 5.68975 -0.01 -0.02 -0.02
C -0.71711 1.38567 4.72282 0.00 0.04 0.03
C -2.18750 1.52973 4.35029 0.03 -0.06 -0.03
O -2.93418 1.12131 5.49893 -0.03 0.04 0.03
C -2.07015 0.46361 6.42845 0.06 0.06 0.01
H 0.09266 0.14825 6.35967 0.00 0.01 0.01
H -0.81914 -0.72778 5.12727 0.02 -0.03 -0.02
H -0.36563 2.28504 5.23589 -0.01 0.00 0.00
H -0.07839 1.20830 3.85889 -0.01 -0.04 -0.01
H -2.44510 0.88034 3.50743 0.02 0.00 -0.01
H -2.46853 2.55377 4.09751 -0.02 0.00 0.01
H -1.91183 1.12112 7.29243 0.02 -0.03 0.02
H -2.55233 -0.45140 6.77544 -0.04 0.00 -0.01
C -1.67392 0.25028 -7.48491 -0.06 -0.04 0.00
C -1.96953 1.62945 -6.90116 0.01 -0.04 0.05
C -2.99489 1.29081 -5.82372 0.04 -0.01 -0.07
O -2.67168 -0.01874 -5.36342 -0.09 0.00 0.01
C -1.72260 -0.62755 -6.24006 0.07 0.05 0.02
H -0.72022 0.19611 -8.00485 0.02 0.04 0.01
H -2.46275 -0.03770 -8.18446 0.00 -0.01 0.00
H -1.06550 2.04490 -6.45254 0.00 0.01 0.00
H -2.34295 2.34269 -7.63401 0.00 -0.01 -0.02
H -4.01261 1.28429 -6.23204 0.01 0.03 -0.01
H -2.96927 1.97662 -4.97565 0.00 -0.01 0.02
H -0.74985 -0.66146 -5.73818 0.01 -0.02 -0.01
H -2.03903 -1.65143 -6.44352 -0.02 0.00 0.02
C 5.97606 3.81464 -0.14291 -0.04 0.00 0.03
C 5.47731 2.76646 0.85133 0.02 0.00 -0.05
C 4.02771 2.59420 0.41508 0.01 0.06 -0.01
O 4.00416 2.83450 -0.99534 0.01 0.03 0.04
C 5.24367 3.39976 -1.41335 0.01 -0.04 -0.01
H 7.05824 3.82482 -0.26609 0.01 -0.02 0.00
H 5.65791 4.81170 0.16905 -0.01 0.00 0.00
H 6.02455 1.83092 0.72022 0.00 -0.01 0.00
H 5.56750 3.07015 1.89295 0.00 0.02 0.00
H 3.37392 3.32523 0.90163 0.01 -0.03 0.06
H 3.64198 1.59414 0.61484 -0.04 0.00 -0.04
H 5.81164 2.64450 -1.96893 0.02 0.01 0.01
H 5.03927 4.23696 -2.08256 -0.01 0.00 -0.01
C -1.75660 0.86732 11.89014 0.06 0.00 -0.01
C -0.70688 1.91621 11.52122 -0.03 -0.02 -0.02
C 0.29227 1.08051 10.72828 -0.02 0.00 0.04
O -0.46438 0.05733 10.08768 0.02 -0.04 -0.02
C -1.78363 0.01056 10.62957 -0.04 0.07 -0.03
H -2.73153 1.28800 12.13188 0.00 0.02 -0.01
H -1.41700 0.27733 12.74402 0.01 -0.01 0.00
H -1.15000 2.68329 10.88294 0.00 0.00 -0.01
H -0.25444 2.40760 12.38164 0.00 -0.01 0.02
H 1.03310 0.61718 11.38980 0.00 0.02 0.01
H 0.82258 1.65369 9.96669 0.00 0.00 -0.01
H -2.48351 0.41792 9.89175 -0.03 -0.01 0.02
H -2.05081 -1.02900 10.82031 0.02 -0.02 -0.01
C 0.98760 2.66365 -11.51230 -0.04 0.02 0.02
C 0.71453 4.04943 -10.92726 0.02 -0.03 0.01
C -0.30894 3.72598 -9.84490 0.00 0.00 -0.03
O 0.00223 2.41320 -9.38175 0.01 -0.01 0.00
C 0.93691 1.79170 -10.26317 0.02 0.03 -0.01
H 1.93808 2.58773 -12.03813 0.01 0.01 0.01
H 0.19079 2.38288 -12.20396 -0.01 -0.01 0.00
H 1.62391 4.45556 -10.48003 0.00 0.00 0.01
H 0.34210 4.76855 -11.65528 -0.01 -0.01 -0.02
H -1.32750 3.72983 -10.24920 0.01 0.02 -0.01
H -0.27181 4.41396 -8.99947 0.00 -0.01 0.01
H 1.91464 1.74590 -9.77172 0.01 0.00 -0.02
H 0.60484 0.77235 -10.46440 -0.01 -0.01 0.01



(2)
31
Properties=species:S:1:pos:R:3:forces:R:3 method="wB97M-V/def2-TZVPD" total_charge=0 multiplicity=1 de_lowest_kcal_mol=170.1 mol_weight_g_mol=212.2 e_homo_ev=-8.87 energy_ha=-725.62976
C -1.58154 -0.01517 0.71796 2.01 -0.96 2.44
C -0.29414 -0.61368 -0.02516 0.82 2.82 -0.78
C -2.52168 -1.23436 0.87390 0.03 -0.40 2.67
C -3.54248 -1.07011 -0.38945 -1.86 -2.14 2.39
C -3.29145 0.29827 -0.98928 0.75 2.87 1.81
C 2.19808 -0.23656 -0.66631 -3.98 0.88 -4.65
C 2.62044 -1.32965 0.06522 1.93 -4.31 6.92
C 3.12347 0.94001 -0.37016 3.43 -3.87 -0.66
C 2.35304 2.16487 -0.28522 -2.29 4.26 0.77
C 1.05760 1.56968 0.41500 -1.37 0.41 2.11
H -2.86104 1.46408 0.91496 0.95 -1.16 -2.57
H -1.17873 0.56362 1.65712 -0.49 -1.88 -1.12
H -2.90374 -1.39982 2.11253 0.34 0.91 -3.95
H -1.82134 -2.06102 0.78172 -0.88 -0.49 -0.20
H -3.42961 -2.01570 -1.11873 -0.41 2.37 1.65
H -4.60473 -1.04295 0.15796 2.04 -0.48 -1.66
H -2.74101 0.22794 -1.93939 -0.18 0.30 0.38
H -4.16973 1.09941 -1.07276 1.68 -2.22 0.00
H 2.21964 -0.90842 -1.71392 -0.52 3.38 1.45
H 4.03308 0.59846 -1.08001 -1.50 2.10 1.59
H 3.38656 0.66991 0.70906 0.27 0.71 -1.48
H 2.05345 2.87325 -1.30964 1.00 -2.36 3.02
H 2.76766 2.84313 0.60055 -0.49 -0.92 -2.44
H 1.24284 1.23018 1.58856 0.05 1.25 -2.74
H 0.14126 2.31216 0.47016 1.79 -1.68 -0.55
H 3.77504 -2.73282 -0.04294 -4.15 -0.06 -3.36
N -2.29624 0.99281 0.09785 -3.26 2.45 -1.59
N 0.81041 0.31909 -0.32465 -0.57 -1.79 0.48
O -0.29156 -1.75639 -0.40341 1.08 0.13 -0.18
O 2.92644 -1.26970 1.34521 -1.20 -1.32 -6.23
O 2.82003 -2.48053 -0.77674 4.99 1.21 6.49



(3)
80
Properties=species:S:1:pos:R:3:forces:R:3 method="wB97M-V/def2-TZVPD" total_charge=-1 multiplicity=1 mol_weight_g_mol=630.7 e_homo_ev=-3.01 energy_ha=-2595.27209
C 1.41953 -3.16719 -2.33181 0.06 0.38 -0.01
Si 1.83040 -1.71811 -3.48217 0.03 -0.05 0.02
C 0.41307 -1.62555 -4.76311 -0.05 -0.14 -0.15
C 3.40990 -2.15433 -4.44715 -0.16 -0.14 -0.13
P 2.25517 0.12462 -2.14026 0.05 0.31 0.33
C 0.82753 1.21579 -2.82267 0.20 0.19 0.07
N -0.51291 0.85469 -2.37311 -0.17 0.16 -0.16
H 0.48713 -2.93193 -1.81098 -0.05 -0.16 -0.03
H 1.33499 -4.12633 -2.84562 -0.01 -0.05 0.06
H 2.20017 -3.21370 -1.56708 0.00 -0.15 -0.01
H -0.19891 -0.72235 -4.72084 0.07 0.01 0.06
H 0.80173 -1.70056 -5.78263 0.02 0.04 0.00
H -0.25107 -2.48151 -4.62107 -0.10 -0.05 -0.01
H 3.14496 -2.53030 -5.44022 0.07 0.01 -0.01
H 3.99077 -2.93462 -3.95135 0.04 0.07 0.07
H 4.04095 -1.27172 -4.57498 0.02 0.00 0.04
H 1.31444 -0.44019 -1.10209 0.03 0.06 -0.02
H 3.34016 -0.70992 -1.52207 0.02 0.01 -0.14
H 3.21669 0.69250 -3.13590 -0.10 -0.02 -0.01
H 2.65002 1.24348 -1.17731 -0.01 -0.02 0.08
H 0.87104 1.24514 -3.91742 -0.07 -0.17 0.00
H 1.03832 2.24041 -2.48273 -0.01 -0.11 0.00
H -0.51509 0.81365 -1.35844 0.04 -0.10 0.02
H -0.74035 -0.08277 -2.68917 0.08 -0.05 0.06
C 4.67312 1.12182 2.71417 -0.08 -0.05 -0.05
C 4.05262 0.46392 1.66535 0.06 0.12 0.07
C 2.66755 0.46700 1.56354 -0.17 -0.28 -0.31
C 1.93240 1.09905 2.54656 0.12 0.06 0.03
C 2.53328 1.75747 3.60952 0.06 0.14 0.07
C 3.91243 1.77630 3.67731 0.02 -0.07 0.13
N 0.46636 1.12850 2.44965 0.15 0.15 -0.11
O -0.06559 0.52774 1.54267 -0.06 -0.06 0.05
O -0.14018 1.78478 3.28489 -0.06 -0.04 0.03
H 5.75330 1.16390 2.76565 0.00 -0.02 0.01
H 4.63219 -0.02212 0.89228 -0.04 0.00 -0.03
H 2.18158 -0.00998 0.71746 -0.06 0.02 0.04
H 1.93144 2.27020 4.34467 -0.04 -0.04 -0.02
H 4.40008 2.32565 4.47141 0.00 -0.02 0.02
C 1.42051 6.07860 -1.16632 0.02 0.00 0.03
C 1.93185 4.78933 -1.09752 -0.03 0.09 -0.02
C 2.85630 4.46257 -0.11863 0.02 -0.06 0.03
C 3.24420 5.44483 0.77808 -0.07 -0.01 -0.03
C 2.74858 6.73455 0.72961 -0.02 0.12 0.01
C 1.82925 7.04872 -0.25831 -0.01 -0.04 -0.03
N 4.20519 5.08203 1.83799 -0.33 -0.11 -0.30
O 4.62506 3.94628 1.80756 0.38 0.11 0.22
O 4.49566 5.91707 2.67462 0.05 0.01 -0.02
H 0.69481 6.32764 -1.92978 0.00 0.00 -0.01
H 1.61198 4.02835 -1.79722 0.03 0.03 0.04
H 3.25327 3.45845 -0.05369 -0.01 -0.03 0.00
H 3.07401 7.47175 1.44868 0.03 -0.05 0.03
H 1.42701 8.05150 -0.31571 0.00 0.00 0.00
C -4.73498 -3.57181 -0.49268 -0.06 -0.04 -0.18
C -4.91724 -4.88289 -0.07631 -0.02 0.04 0.01
C -4.37647 -5.92725 -0.80684 -0.05 -0.08 0.13
C -3.65861 -5.63309 -1.95029 0.19 0.08 0.03
C -3.46988 -4.33336 -2.39095 0.04 0.03 0.02
C -4.01703 -3.29677 -1.64932 -0.02 -0.07 0.01
N -3.04055 -6.74340 -2.70283 -0.39 0.13 -0.24
O -3.23717 -7.87570 -2.30516 0.10 -0.04 0.09
O -2.41315 -6.46532 -3.70367 0.10 -0.02 0.06
H -5.15451 -2.76439 0.08673 0.01 0.02 0.03
H -5.46810 -5.08775 0.83158 0.01 0.01 0.00
H -4.49818 -6.95303 -0.49126 0.04 0.00 -0.05
H -2.89547 -4.13635 -3.28321 0.04 -0.06 -0.01
H -3.86568 -2.27383 -1.96833 0.00 -0.02 0.01
C -4.00200 1.38605 5.25792 0.02 0.05 -0.06
C -3.12955 1.32939 4.17885 -0.10 -0.03 0.10
C -3.16694 0.24718 3.31010 0.01 -0.06 -0.05
C -4.09465 -0.75268 3.55147 0.06 0.08 -0.05
C -4.97388 -0.71252 4.61832 -0.11 -0.05 0.12
C -4.92099 0.36946 5.47826 0.00 0.03 0.02
N -4.16071 -1.91805 2.64811 0.07 -0.10 0.05
O -3.37478 -1.99015 1.72907 0.06 0.22 0.13
O -5.00925 -2.76088 2.88742 -0.09 -0.04 -0.04
H -3.96624 2.23214 5.93222 0.01 0.00 0.00
H -2.40916 2.11726 4.01925 0.04 -0.05 -0.07
H -2.48557 0.18025 2.47305 0.02 -0.02 -0.02
H -5.67872 -1.51582 4.77289 0.03 -0.01 -0.06
H -5.59742 0.41822 6.32131 0.00 -0.01 0.00



(4)
19
Properties=species:S:1:pos:R:3:forces:R:3 method="wB97M-V/def2-TZVPD" total_charge=-1 multiplicity=1 de_lowest_kcal_mol=88.3 mol_weight_g_mol=140.2 e_homo_ev="-2.63 / -2.63" energy_ha=-725.51760
C -0.77348 -0.66578 0.47292 0.05 -0.12 0.51
C -1.66366 -1.63896 0.03857 -0.13 -0.01 -0.72
C -0.25794 0.46422 -0.15649 0.17 -0.48 -0.41
C -1.59546 -2.44400 -2.36432 1.46 0.52 -0.91
C 1.06968 2.56456 0.03836 -0.07 -0.08 0.25
C 2.07026 0.39237 0.80256 -0.26 -0.09 0.06
C 0.77291 1.20266 0.67167 -0.18 0.26 -0.22
N -2.15010 -2.04687 -1.17932 -0.54 0.09 1.85
S -2.64733 -3.00646 -3.51476 -0.26 0.01 0.25
H -0.61552 -0.78293 1.56604 0.08 -0.04 -0.16
H -2.10267 -2.22635 0.85086 -0.19 0.22 -0.12
H 0.13724 3.06696 -0.21015 -0.02 0.05 -0.07
H 1.63491 2.41497 -0.87856 0.01 0.05 -0.18
H 1.64776 3.20777 0.70432 0.12 0.05 0.08
H 2.38666 0.05106 -0.18162 0.09 -0.05 -0.08
H 1.91254 -0.47871 1.43746 0.05 -0.09 -0.04
H 2.86526 1.00053 1.24032 0.00 0.03 -0.02
H 0.38619 1.37322 1.69154 -0.12 -0.09 -0.02
H -3.07726 -2.44826 -1.02939 -0.26 -0.21 -0.05



(5)
63
Properties=species:S:1:pos:R:3:forces:R:3 method="wB97M-V/def2-TZVPD" total_charge=+2 multiplicity=1 mol_weight_g_mol=593.0 e_homo_ev=-12.80 energy_ha=-2774.84744
N -1.78862 -0.42603 0.37734 -0.41 0.32 0.13
C -2.70717 -1.21611 0.57744 -1.20 -1.96 0.60
O -3.52404 -2.04405 0.78352 2.04 2.50 -0.64
Cu -0.58508 3.30276 0.19489 -0.33 0.27 1.08
Ta 0.03515 0.23710 0.12595 -1.21 -3.29 0.24
N 0.14758 1.90578 -0.97393 1.25 0.20 -0.10
N 0.74836 -1.32994 -0.77795 0.22 1.18 0.73
C -0.47689 2.56422 -2.17165 0.14 -0.39 -0.42
C 0.16639 -2.33134 -1.71932 0.16 -0.28 0.09
C -0.23613 4.08253 -2.09799 0.13 -0.40 -0.54
C 0.15352 2.04516 -3.46356 -0.14 0.08 -0.31
C -1.96639 2.24122 -2.11140 -0.15 0.05 -0.35
C -0.38510 -3.48862 -0.88574 -0.07 -0.18 -0.07
C 1.25239 -2.83990 -2.66600 -0.01 -0.10 -0.11
C -0.94760 -1.69180 -2.52634 -0.20 -0.07 -0.43
H -0.60756 4.57260 -1.16977 -0.17 0.32 -0.16
H -0.77313 4.54663 -2.93668 0.17 0.11 0.38
H 0.83051 4.29560 -2.19675 -0.12 0.18 0.05
H 1.20648 2.34519 -3.54734 -0.35 -0.05 -0.15
H -0.39094 2.49050 -4.31024 0.27 -0.20 0.20
H 0.08607 0.95327 -3.55044 0.00 0.34 0.07
H -2.15192 1.15730 -2.18630 0.05 0.39 -0.01
H -2.46128 2.75011 -2.95445 0.02 -0.28 0.37
H -2.43341 2.60912 -1.17983 0.03 -0.07 -0.18
H 0.41120 -3.95015 -0.28723 -0.27 0.00 -0.13
H -0.79829 -4.24754 -1.56932 0.16 0.18 0.34
H -1.18892 -3.15619 -0.21618 0.19 -0.14 -0.14
H 1.99594 -3.45010 -2.14172 -0.11 0.12 -0.15
H 1.75518 -2.00523 -3.16514 -0.03 -0.12 -0.01
H 0.78502 -3.47226 -3.43314 0.18 0.17 0.20
H -1.35615 -2.45664 -3.20793 0.07 0.39 0.25
H -0.56075 -0.87144 -3.14375 -0.11 -0.19 0.09
H -1.76887 -1.32579 -1.90222 0.14 -0.10 -0.18
C 1.66585 1.91373 -0.90798 -0.15 0.63 -0.13
H 2.04700 1.02570 -0.32154 0.11 0.61 -0.26
H 2.08965 1.84571 -1.92015 -0.11 -0.24 0.50
H 2.06368 2.81500 -0.40580 -0.08 -0.55 -0.16
C 2.09362 -1.63891 -0.21264 0.07 -0.20 -0.44
H 2.31976 -1.00189 0.65658 -0.03 -0.12 -0.07
H 2.12418 -2.68488 0.12837 0.06 0.40 -0.05
H 2.88241 -1.47109 -0.96468 -0.30 -0.12 0.25
C 1.54310 -3.40657 4.43292 0.39 0.30 0.06
N 0.30235 -2.90456 3.92397 -0.18 0.15 -1.55
C -0.88292 -3.06063 4.70604 -0.30 0.35 0.30
C 0.30909 -1.98078 2.79105 0.05 -1.54 1.20
C 0.59889 -0.54541 3.16043 0.08 0.88 -0.32
C 0.75994 -0.14220 4.49405 -0.02 -0.05 -0.31
C 0.98507 1.20071 4.81945 -0.02 -0.25 -0.19
C 1.08863 2.16367 3.81920 -0.06 0.34 -0.55
C 0.96384 1.79053 2.47287 -0.31 -0.53 0.80
C 0.69057 0.43295 2.12425 0.22 0.91 0.05
H 1.32815 -4.23955 5.11835 0.27 0.26 -0.29
H 2.11031 -2.62845 4.97806 0.10 -0.37 0.04
H 2.17473 -3.75869 3.60222 -0.07 -0.05 0.28
H -1.05334 -2.19411 5.37269 -0.24 -0.32 0.05
H -1.76130 -3.15985 4.04985 0.13 -0.08 0.25
H -0.77176 -3.96296 5.32504 -0.28 0.32 -0.21
H 1.07049 -2.36908 2.08562 -0.24 0.37 0.18
H -0.67137 -2.07315 2.27780 0.34 0.21 0.22
H 0.70119 -0.88956 5.29038 0.00 0.31 -0.37
H 1.07770 1.48917 5.86715 0.01 -0.06 -0.31
H 1.25559 3.21399 4.06870 0.01 -0.38 0.00
H 1.05775 2.56686 1.69841 0.20 -0.15 0.27